(1)
Here is a 11-piece molecular cluster, C4H29NO11S overall at a distorted geometry from the OMol25 dataset. Energies are from ωB97M-V/def2-TZVPD.

- SMILES = NC(=O)CCCS.O.O.O.O.O.O.O.O.O.O
- total energy (Ha) = -1450.31769
- HOMO energy (hartree) = -0.321
- Kohn-Sham gap (eV) = 8.8
- ΔE to the lowest compared entry with this formula, charge and spin (eV) = 1.616

```
46
C4H29NO11S | the OMol25 dataset | ωB97M-V/def2-TZVPD
N -0.4246 0.3780 -1.5263
C 0.5596 0.4953 -0.6610
O 1.6955 0.7868 -1.0006
C 0.1530 0.3407 0.7246
C 1.4412 0.8029 1.6167
C 0.8923 1.8843 2.5351
S 1.9792 3.2223 3.2460
H -0.4009 0.6959 -2.4217
H -1.4513 0.2200 -1.2893
H -0.7003 1.0719 0.9075
H -0.0079 -0.6878 1.0057
H 1.6355 -0.1032 2.1585
H 2.3017 1.1242 1.0234
H -0.1239 2.4009 2.3293
H 0.6276 1.2841 3.4490
H 3.1989 3.0830 2.6163
O 1.1421 3.8804 -1.0947
H 1.8654 4.4884 -1.0397
H 1.7597 3.0277 -1.1289
O -5.0082 -0.1405 0.4858
H -4.4240 0.4380 -0.0679
H -4.8092 -1.0754 0.5409
O -0.8538 -1.9173 -3.1274
H -1.6164 -2.5419 -3.1099
H -0.1144 -2.4402 -3.3521
O -2.4480 -2.6910 0.7232
H -2.3210 -2.9849 -0.1703
H -2.4412 -3.5553 1.0962
O -0.5279 -3.7103 -1.0273
H -0.2145 -2.8130 -0.8458
H 0.3012 -4.1494 -1.2931
O 4.0713 -0.3965 -0.4719
H 3.8645 -0.0155 0.3892
H 3.2052 -0.0919 -0.9190
O -0.9193 3.3193 0.7655
H -0.1163 3.2747 0.2458
H -1.2669 4.1888 0.4182
O -2.8077 1.7764 -0.1237
H -3.4219 2.2341 0.4522
H -1.9262 2.3606 0.0193
O 0.6745 -2.7339 1.5088
H 0.8319 -3.6719 1.8482
H -0.3080 -2.5749 1.3668
O 1.7479 -2.9984 -2.4781
H 2.6351 -2.6641 -2.8162
H 2.0706 -2.8215 -1.5071
```

=====

(2)
Here is C34H35FKN12O2SSi as an isolated structure from the OMol25 dataset. Energies are from ωB97M-V/def2-TZVPD.

- total charge = -1
- total energy (Ha) = -3511.75811
- HOMO energy (hartree) = -0.144
- Kohn-Sham gap (eV) = 5.3
- ΔE to the lowest compared entry with this formula, charge and spin (eV) = 0.386

```
87
C34H35FKN12O2SSi | the OMol25 dataset | ωB97M-V/def2-TZVPD
K -1.0229 1.6688 0.1819
C 3.7007 -0.3624 -2.3997
Si 4.3169 0.0075 -0.6611
C 5.8846 1.0455 -0.8436
C 4.8694 -1.6964 -0.0104
N 3.0937 0.7942 0.2153
C 3.0998 0.9201 1.5594
C 4.0448 0.3714 2.4702
C 3.9634 0.5252 3.8469
C 2.9413 1.2552 4.4354
C 2.0018 1.8410 3.5888
C 2.1033 1.6687 2.2326
F 1.1635 2.2926 1.4604
H 4.5248 -0.7571 -3.0026
H 3.3115 0.5377 -2.8800
H 2.9103 -1.1179 -2.3950
H 6.6470 0.5192 -1.4264
H 6.3124 1.2956 0.1301
H 5.6500 1.9824 -1.3553
H 5.2231 -2.3099 -0.8454
H 4.0388 -2.2233 0.4666
H 5.6782 -1.6461 0.7216
H 4.8712 -0.2020 2.0702
H 4.7241 0.0604 4.4652
H 2.8708 1.3756 5.5080
H 1.1770 2.4356 3.9642
S -4.4137 -4.8633 3.8188
N -3.0057 -4.7803 3.0269
C -2.7598 -3.4992 2.8140
C -1.6076 -2.9615 2.1179
C -0.5956 -3.7647 1.5883
C 0.4376 -3.1632 0.9141
C 0.4219 -1.7743 0.7639
N -0.5320 -1.0023 1.2581
C -1.5251 -1.5749 1.9453
C -2.5560 -0.6780 2.5210
N -2.3774 0.6410 2.3668
C -3.2943 1.4610 2.8466
C -4.4433 1.0335 3.5148
C -4.6298 -0.3180 3.6890
C -3.6714 -1.1992 3.1894
C -3.7745 -2.6396 3.3279
N -4.7641 -3.2870 3.9170
H -0.6509 -4.8389 1.7087
H 1.2426 -3.7381 0.4773
H 1.2138 -1.2475 0.2384
H -3.1200 2.5208 2.6876
H -5.1629 1.7558 3.8736
H -5.5017 -0.7107 4.1960
C -0.3120 -0.8389 -2.9951
N -1.0961 0.2523 -2.4548
C -2.2075 0.4907 -3.0603
C -3.2112 1.4039 -2.6250
C -4.4435 1.6548 -3.2560
C -5.1025 2.5805 -2.4492
C -4.2286 2.8303 -1.3748
N -3.0915 2.1313 -1.4700
C -0.7151 -2.1994 -2.4504
C 0.0542 -3.3165 -2.7787
C -0.2759 -4.5759 -2.3055
C -1.3913 -4.7440 -1.4921
C -2.1587 -3.6402 -1.1578
C -1.8218 -2.3755 -1.6282
H 0.7374 -0.6749 -2.7410
H -0.3589 -0.8835 -4.0945
H -2.4480 -0.0628 -3.9816
H -4.7936 1.2084 -4.1765
H -6.0781 3.0154 -2.6100
H -4.3880 3.5048 -0.5416
H 0.9273 -3.1882 -3.4104
H 0.3366 -5.4292 -2.5717
H -1.6552 -5.7271 -1.1216
H -3.0273 -3.7572 -0.5199
H -2.4235 -1.5179 -1.3563
N 1.5900 1.8837 -2.0112
N 1.6894 3.2485 -2.2739
C 0.9397 4.2242 -1.7307
N 1.2133 5.4790 -2.1321
N 0.0114 3.8269 -0.8725
N -0.7480 4.7464 -0.2194
O -0.7361 5.9519 -0.4815
O -1.4576 4.2739 0.6529
H 1.9409 1.6297 -1.0774
H 0.6354 1.5592 -2.1618
H 2.3186 3.4948 -3.0171
H 2.0651 5.6613 -2.6300
H 0.6808 6.2268 -1.7211
```

=====

(3)
Here is C30H47As3HfN6OS3 as an isolated structure from the OMol25 dataset. Energies are from ωB97M-V/def2-TZVPD.

- total charge = +2
- total energy (Ha) = -9524.67879
- HOMO energy (hartree) = -0.454
- Kohn-Sham gap (eV) = 6.0
- ΔE to the lowest compared entry with this formula, charge and spin (eV) = 0.000

```
91
C30H47As3HfN6OS3 | the OMol25 dataset | ωB97M-V/def2-TZVPD
Hf -1.0029 -0.7472 0.6837
N -5.0025 -1.8523 2.6245
C -3.8035 -1.3368 2.3261
S -3.6242 -0.6723 0.7130
N -2.8873 -1.3620 3.2675
N -1.7094 -0.7992 2.8516
C -0.8758 -0.4887 3.7793
C 0.3930 0.1315 3.4061
C 1.2749 0.6092 4.3573
C 2.4223 1.2674 3.9288
C 2.6384 1.4193 2.5726
C 1.7193 0.8849 1.6810
N 0.6157 0.2494 2.0774
H -5.7628 -1.7851 1.9718
H -5.1877 -2.1451 3.5706
H -1.1448 -0.6494 4.8188
H 1.0561 0.4885 5.4085
H 3.1232 1.6651 4.6489
H 3.5090 1.9318 2.1914
H 1.8617 0.9737 0.6118
C -3.1560 2.7525 0.1281
As -1.3692 2.0349 0.2949
C -0.6573 3.2640 1.6156
C -0.2947 2.5847 -1.2584
C -0.7674 2.3591 -2.7044
C -2.1442 2.9340 -3.0027
C -0.7386 0.8631 -3.0858
As -1.7434 -0.4574 -2.0571
C -1.3440 -2.0514 -3.0765
C -3.6126 -0.2036 -2.4987
C 0.2864 3.0309 -3.6168
As 0.5768 4.9866 -3.8689
C -1.0006 5.4489 -4.9400
C 0.0013 5.8403 -2.1938
H -3.1015 3.7504 -0.3101
H -3.5719 2.8146 1.1348
H -3.8027 2.1127 -0.4628
H -0.8298 4.2745 1.2383
H 0.4098 3.1149 1.7637
H -1.1818 3.1396 2.5630
H 0.6544 2.0512 -1.1274
H -0.0863 3.6441 -1.1006
H -2.9516 2.3853 -2.5199
H -2.3297 2.8997 -4.0768
H -2.2271 3.9749 -2.6938
H 0.2890 0.4882 -3.0760
H -1.1159 0.7550 -4.1099
H -1.6977 -1.8795 -4.0960
H -1.8723 -2.9050 -2.6562
H -0.2725 -2.2318 -3.0735
H -3.6713 0.1442 -3.5321
H -4.0985 0.5105 -1.8419
H -4.1255 -1.1594 -2.4028
H 0.1079 2.7014 -4.6462
H 1.2707 2.6320 -3.3530
H -1.0674 4.7721 -5.7908
H -0.8509 6.4554 -5.3263
H -1.9323 5.4213 -4.3798
H 0.7319 5.6757 -1.4029
H -0.9927 5.5478 -1.8566
H -0.0170 6.9099 -2.4009
C -1.8075 -5.3261 0.5126
S -0.6172 -4.0617 0.1242
O -1.4338 -2.7933 0.5221
C 0.5563 -4.3154 1.4057
C 1.7203 -4.9651 1.0251
C 2.6336 -5.3105 2.0133
C 2.3811 -4.9712 3.3338
C 1.2176 -4.2958 3.6855
C 0.2795 -3.9733 2.7206
H -2.1468 -5.1954 1.5375
H -1.3004 -6.2818 0.3904
H -2.6285 -5.2424 -0.1942
H 1.9111 -5.2004 -0.0137
H 3.5403 -5.8346 1.7464
H 3.0940 -5.2419 4.1004
H 1.0290 -4.0527 4.7221
H -0.6534 -3.4927 2.9913
C 6.0171 -1.0006 -1.1547
C 4.8827 -1.3062 -0.2353
C 5.0697 -1.7006 1.0883
C 3.9401 -1.9516 1.8404
N 2.7058 -1.8422 1.3444
C 2.6440 -1.4746 0.0726
S 1.0410 -1.3265 -0.7124
N 3.6499 -1.1883 -0.7378
H 6.9791 -1.1156 -0.6619
H 5.9276 0.0180 -1.5306
H 5.9744 -1.6658 -2.0168
H 6.0569 -1.8059 1.5122
H 4.0205 -2.2548 2.8784
```

=====

(4)
Here is a 3-piece molecular cluster, C3H11O3S2 overall at a distorted geometry from the OMol25 dataset. Energies are from ωB97M-V/def2-TZVPD.

- total charge = -1
- total energy (Ha) = -1143.05985
- HOMO energy (hartree) = -0.117
- Kohn-Sham gap (eV) = 6.7
- ΔE to the lowest compared entry with this formula, charge and spin (eV) = 0.555

```
19
C3H11O3S2 | the OMol25 dataset | ωB97M-V/def2-TZVPD
C -0.3079 0.6227 1.4138
C 1.0919 0.0515 1.2931
O 2.1239 0.9707 1.0143
C -0.8205 1.3541 0.1260
S -2.0527 0.3437 -0.7786
S -1.1004 -0.8965 -2.2150
H -0.9452 -0.2669 1.5467
H -0.4448 1.3823 2.2038
H 0.9851 -0.6141 0.4226
H 1.4111 -0.5335 2.1621
H -1.5321 2.0438 0.6008
H -0.0855 1.8362 -0.4946
H 0.8344 0.1845 -1.9440
H 1.8324 1.0746 -2.6238
H 2.2097 1.0233 0.0493
O 1.6605 0.7020 -1.7509
H -1.0323 -2.8404 -0.7581
H -2.3181 -2.9609 -0.0808
O -1.5094 -3.4771 -0.1869
```

=====

(5)
Here is a 2-piece molecular cluster, C3H9NO2 overall at a distorted geometry from the OMol25 dataset. Energies are from ωB97M-V/def2-TZVPD.

- SMILES = CNC(C)=O.O
- total energy (Ha) = -324.93911
- HOMO energy (hartree) = -0.360
- Kohn-Sham gap (eV) = 10.5
- ΔE to the lowest compared entry with this formula, charge and spin (eV) = 0.912

```
15
C3H9NO2 | the OMol25 dataset | ωB97M-V/def2-TZVPD
C 0.9128 0.6583 1.7307
N 0.7737 0.2978 0.3213
C -0.0031 -0.7367 -0.2208
C -0.9145 -1.5055 0.6667
O 0.0822 -0.8952 -1.4236
H 1.2745 -0.1226 2.3862
H 0.0242 1.1951 2.0534
H 1.7014 1.4186 1.7703
H 1.4535 0.6796 -0.3124
H -1.0388 -0.9958 1.6472
H -1.9042 -1.5363 0.2299
H -0.4697 -2.4613 0.9289
O -0.8240 1.1455 -3.4591
H -0.3773 1.9416 -3.7844
H -0.6908 0.9170 -2.5343
```

=====

(6)
Here is a 20-piece molecular cluster, C23H5Cl76F2N3O3S2 overall at a distorted geometry from the OMol25 dataset. Energies are from ωB97M-V/def2-TZVPD.

- total energy (Ha) = -37239.56671
- HOMO energy (hartree) = -0.374
- Kohn-Sham gap (eV) = 9.2

```
114
C23H5Cl76F2N3O3S2 | the OMol25 dataset | ωB97M-V/def2-TZVPD
O -4.2812 7.8872 -5.8674
S -5.7343 7.5238 -5.6824
O -6.5630 8.6744 -6.1948
F -6.1311 6.2077 -6.6205
N -6.0499 7.3134 -3.9870
F -4.9301 7.7608 -3.3349
C -6.3708 5.9084 -3.6120
C -6.9183 5.9449 -2.0808
S -6.6729 4.3038 -1.2094
C -5.1653 4.5714 -0.1746
N -3.8970 4.1215 -0.6073
N -2.9399 4.4423 0.3030
C -3.6485 5.1395 1.3314
O -5.0361 5.2132 1.0726
H -7.2074 5.4528 -4.2434
H -5.4456 5.2488 -3.6538
H -8.0235 6.2514 -2.0946
H -6.3632 6.7529 -1.5083
H -3.1013 5.5570 2.2293
C -6.4675 0.5722 -3.7106
Cl -7.8775 -0.1118 -4.5442
Cl -5.0219 -0.3786 -4.1220
Cl -6.2298 2.2515 -4.2339
Cl -6.7477 0.5284 -1.9576
C -2.7351 0.1589 -0.1116
Cl -2.4036 1.8966 0.0613
Cl -3.7263 -0.3856 1.2671
Cl -3.6101 -0.1560 -1.6289
Cl -1.1953 -0.7291 -0.1339
C -0.6625 3.0241 3.9592
Cl -1.3800 1.7953 5.0218
Cl -1.7789 3.3773 2.6232
Cl -0.3652 4.5080 4.8895
Cl 0.8720 2.4167 3.3033
C -2.4382 -1.1723 7.9169
Cl -3.1510 -0.8782 9.5180
Cl -0.7459 -0.6340 7.9161
Cl -2.5081 -2.9078 7.5471
Cl -3.3473 -0.2681 6.6862
C 3.3660 1.4706 0.1662
Cl 1.9105 0.8819 -0.6622
Cl 4.7682 0.5088 -0.3434
Cl 3.6323 3.1770 -0.2458
Cl 3.1506 1.3097 1.9223
C 8.0702 -2.4664 -0.2450
Cl 7.3069 -1.4381 -1.4754
Cl 8.1783 -1.5737 1.2854
Cl 7.0936 -3.9296 -0.0032
Cl 9.7010 -2.9213 -0.7827
C -5.9125 1.8807 8.7093
Cl -5.1780 2.2287 10.2887
Cl -6.0872 0.1231 8.5119
Cl -7.5117 2.6480 8.6184
Cl -4.8732 2.5249 7.4196
C -2.5912 -4.8564 0.5340
Cl -3.8363 -5.4575 -0.5810
Cl -0.9974 -4.9695 -0.2422
Cl -2.9301 -3.1615 0.9404
Cl -2.6016 -5.8372 2.0172
C -3.6600 6.5990 7.9217
Cl -3.5081 8.3124 8.3640
Cl -5.2627 6.3102 7.2130
Cl -2.4048 6.1794 6.7366
Cl -3.4641 5.5932 9.3717
C 7.1086 -7.7990 1.6283
Cl 7.5272 -8.3701 3.2576
Cl 5.6180 -6.8356 1.7038
Cl 8.4285 -6.7946 0.9951
Cl 6.8583 -9.1937 0.5581
C 0.9955 -8.8589 0.4676
Cl 0.8454 -10.6260 0.3702
Cl -0.5348 -8.1646 1.0409
Cl 2.2983 -8.4375 1.5984
Cl 1.3744 -8.2077 -1.1413
C 6.8268 -1.8278 5.2864
Cl 6.1096 -1.5145 6.8806
Cl 8.5181 -1.2857 5.2808
Cl 6.7618 -3.5681 4.9390
Cl 5.9185 -0.9429 4.0438
C 7.3863 -4.7499 -4.1594
Cl 7.8112 -5.3143 -2.5310
Cl 5.8912 -3.7949 -4.0816
Cl 8.7004 -3.7408 -4.7993
Cl 7.1388 -6.1486 -5.2258
C 3.0131 -6.0866 -6.0297
Cl 1.5531 -6.6866 -6.8437
Cl 4.4128 -7.0564 -6.5336
Cl 3.2824 -4.3887 -6.4709
Cl 2.8057 -6.2152 -4.2698
C 5.4583 -2.5918 -9.7456
Cl 5.8842 -3.1571 -8.1174
Cl 3.9627 -1.6371 -9.6674
Cl 6.7723 -1.5829 -10.3855
Cl 5.2126 -3.9906 -10.8118
C 11.8955 -9.3160 0.7055
Cl 10.3472 -9.0259 1.5242
Cl 11.8877 -10.9368 -0.0208
Cl 12.1278 -8.0983 -0.5667
Cl 13.2196 -9.2014 1.8837
C 3.0565 6.9057 5.0832
Cl 1.5000 7.1699 5.8997
Cl 3.0637 5.3013 4.3227
Cl 3.2901 8.1511 3.8393
Cl 4.3714 7.0027 6.2726
C -0.4419 7.9710 -5.9484
Cl -1.1216 8.1878 -7.5744
Cl -1.7496 8.0206 -4.7500
Cl 0.3861 6.4020 -5.8574
Cl 0.7195 9.2733 -5.6139
C -11.3696 -1.7115 -3.2411
Cl -11.4519 -3.4848 -3.2760
Cl -12.9451 -1.0553 -2.7513
Cl -10.1287 -1.1997 -2.0790
Cl -10.9550 -1.1066 -4.8604
```